Entry from OMol25: C35H38F6N3O6PtS2Se4 as an isolated structure (ωB97M-V with the def2-TZVPD basis set).

Properties
Max |F| in hartree/bohr: 0.0499
Multiplicity: 5
Energy relative to the best compared isomer or geometry (same formula, charge and spin) in kcal per mole: 17.9
Total charge: -1

Positions of all 95 atoms, in Å:
Pt 0.27904 -0.28314 -0.16797
Se 1.21024 -0.28856 -2.56654
Se -0.30094 -1.23352 -3.87788
Se 0.84443 -3.88974 -1.07330
Se 0.99707 -2.46051 0.63765
F 3.89275 2.15383 2.48138
C 2.83784 1.62731 3.10807
F 2.11595 2.60388 3.65039
F 3.31627 0.89435 4.12595
S 1.85857 0.46167 1.98203
O 0.48514 0.80932 2.24318
O 2.35640 -0.79135 2.43974
N 2.37612 0.83399 0.51234
S 1.84597 2.26046 0.00894
O 0.73723 2.25950 -0.89878
O 1.81540 3.22767 1.06201
C 3.29636 2.74447 -1.05079
F 3.06734 3.95974 -1.55427
F 4.40758 2.79307 -0.31581
F 3.49552 1.90337 -2.05963
C 0.82759 6.68228 -5.30275
C 0.82898 5.17685 -5.28500
C 1.62528 4.46611 -6.17554
C 1.60501 3.08040 -6.19540
C 0.72314 2.39004 -5.38379
C -0.10010 3.08920 -4.50811
N -1.05283 2.36722 -3.75204
C -2.39386 2.61485 -3.76564
C -2.99052 3.40693 -4.76943
C -4.33868 3.67561 -4.76362
C -5.16680 3.15952 -3.76438
C -4.61347 2.35940 -2.79127
C -3.24199 2.06959 -2.77597
C -2.66421 1.22553 -1.72288
O -3.54791 0.95030 -0.74285
O -1.52478 0.81946 -1.73478
C 0.00497 4.48375 -4.39158
C -0.71933 5.22527 -3.30084
H 1.39043 7.05564 -6.15738
H 1.27052 7.10073 -4.39614
H -0.19452 7.05977 -5.37110
H 2.27843 5.00662 -6.85114
H 2.26134 2.54017 -6.86580
H 0.64784 1.31003 -5.42535
H -0.72564 1.66835 -3.09423
H -2.36904 3.79494 -5.56439
H -4.76521 4.29126 -5.54617
H -6.22651 3.37615 -3.75645
H -5.24032 1.94450 -2.01669
H -0.99662 4.54401 -2.49889
H -1.62921 5.71132 -3.66294
H -0.06837 5.99367 -2.88289
C -1.18879 3.94370 3.03158
C -2.33879 3.01757 2.75119
C -3.50846 3.04568 3.50274
C -4.55421 2.16660 3.24543
C -5.83510 2.21731 4.03754
C -4.41011 1.22210 2.23553
C -3.23560 1.15768 1.49412
C -2.22607 2.07678 1.73650
N -3.00334 0.26333 0.39468
C -3.42675 -1.15046 0.38540
C -4.88992 -1.39159 -0.02780
C -5.17586 -2.89870 -0.01402
C -4.93929 -3.44228 1.39743
C -3.47454 -3.22491 1.79519
C -2.55108 -3.93425 0.80915
C -2.79718 -3.38800 -0.59653
C -4.25733 -3.64029 -0.99082
C -2.55283 -1.88222 -0.64986
C -3.16276 -1.72728 1.78286
H -1.51359 4.83380 3.57066
H -0.69591 4.24406 2.10713
H -0.43521 3.42547 3.62809
H -3.61355 3.77883 4.29631
H -5.90873 3.14052 4.61149
H -5.89261 1.37760 4.73384
H -6.70199 2.15453 3.37832
H -5.23040 0.54750 2.03056
H -1.33049 2.04518 1.13072
H -5.05364 -0.99040 -1.03078
H -5.58216 -0.88719 0.65086
H -6.22072 -3.05754 -0.30160
H -5.17730 -4.51026 1.42558
H -5.60177 -2.93717 2.10924
H -3.31408 -3.61657 2.80400
H -2.72488 -5.01497 0.82618
H -1.51060 -3.76564 1.08740
H -2.12028 -3.87793 -1.30012
H -4.47244 -4.71284 -0.95355
H -4.42453 -3.29766 -2.01640
H -2.77810 -1.52002 -1.65611
H -1.48544 -1.61771 -0.46027
H -2.11333 -1.54235 2.03657
H -3.78282 -1.21999 2.52228

Löwdin population analysis, charges in e, atoms 1 to 8:
1 Pt 0.406
2 Se 0.110
3 Se 0.054
4 Se 0.014
5 Se 0.131
6 F 0.122
7 C -0.646
8 F 0.127